1.
A molecular structure, C41H50Ge2IrN3OS2, computed with the ωB97M-V functional and the def2-TZVPD basis.

Last column: Mulliken charge in e.
Positions of all 100 atoms, in Å:
Ir: 1.277 -0.039 0.430  0.879
C: -1.218 0.068 3.105  -1.159
N: 0.165 0.164 2.691  0.495
C: 0.996 0.703 3.502  -0.245
C: 2.364 0.895 3.138  0.207
C: 3.440 1.375 3.876  -1.079
C: 4.548 1.338 3.017  -0.999
C: 4.085 0.846 1.800  -0.722
N: 2.763 0.582 1.863  0.146
C: -1.679 -1.350 3.352  0.310
C: -2.853 -1.581 4.062  -0.762
C: -3.336 -2.871 4.232  -0.579
C: -2.645 -3.949 3.696  -0.547
C: -1.468 -3.726 2.995  -0.435
C: -0.989 -2.435 2.828  0.534
H: -1.836 0.494 2.310  -0.042
H: -1.405 0.676 4.001  0.608
H: 0.670 1.045 4.490  0.271
H: 3.412 1.697 4.906  0.480
H: 5.562 1.628 3.242  0.429
H: 4.642 0.669 0.893  0.636
H: -3.398 -0.741 4.479  0.406
H: -4.253 -3.035 4.785  0.388
H: -3.022 -4.956 3.825  0.398
H: -0.920 -4.559 2.572  0.309
H: -0.081 -2.248 2.272  0.000
C: 1.144 5.547 -1.410  -1.348
Ge: 1.872 3.712 -1.373  1.091
C: 3.536 3.784 -0.334  -0.991
C: 2.282 3.200 -3.218  -1.114
Ge: 0.203 2.215 -0.425  0.134
C: -1.284 2.343 -1.722  0.418
C: -2.071 3.494 -1.799  -0.567
C: -3.076 3.615 -2.750  -0.733
C: -3.306 2.585 -3.653  -0.719
C: -2.525 1.439 -3.597  -0.599
C: -1.527 1.321 -2.640  -0.531
C: -0.433 3.136 1.208  0.148
C: -1.779 3.202 1.573  0.053
C: -2.173 3.765 2.781  -0.651
C: -1.223 4.274 3.656  -0.525
C: 0.122 4.218 3.310  -0.698
C: 0.507 3.657 2.101  -0.152
H: 1.891 6.250 -1.784  0.485
H: 0.847 5.854 -0.406  0.370
H: 0.268 5.593 -2.057  0.347
H: 4.330 4.232 -0.934  0.516
H: 3.845 2.785 -0.033  0.121
H: 3.400 4.387 0.565  0.364
H: 2.791 4.018 -3.732  0.461
H: 1.364 2.957 -3.754  0.314
H: 2.915 2.313 -3.229  0.235
H: -1.897 4.311 -1.106  0.413
H: -3.677 4.516 -2.790  0.393
H: -4.088 2.677 -4.397  0.346
H: -2.690 0.632 -4.303  0.485
H: -0.919 0.422 -2.606  0.136
H: -2.535 2.803 0.903  0.260
H: -3.225 3.803 3.041  0.395
H: -1.528 4.711 4.599  0.344
H: 0.874 4.605 3.988  0.419
H: 1.564 3.598 1.862  0.122
C: 3.266 -2.939 -3.890  -0.815
O: 3.378 -2.163 -2.700  -0.247
C: 2.660 -1.023 -2.602  0.238
S: 1.520 -0.576 -3.703  -0.186
S: 3.135 -0.117 -1.206  -0.548
H: 3.890 -3.815 -3.718  0.246
H: 3.630 -2.372 -4.749  0.365
H: 2.232 -3.221 -4.075  0.308
C: 1.129 -5.512 -0.332  -1.538
C: 1.612 -4.131 -0.812  1.052
C: 2.233 -3.420 0.380  -1.422
C: 0.459 -3.476 -1.571  0.348
C: 0.100 -4.132 -2.738  -0.708
C: -1.011 -3.783 -3.487  -1.450
C: -1.890 -2.839 -2.973  -0.678
C: -1.630 -2.158 -1.803  0.013
C: -2.808 -1.384 -1.217  0.975
C: -2.564 -0.471 -0.026  -1.324
C: -3.873 -2.413 -0.798  -1.748
C: -0.323 -2.316 -1.188  0.735
N: 0.144 -1.343 -0.421  0.936
H: 1.950 -6.056 0.140  0.456
H: 0.732 -6.121 -1.144  0.404
H: 0.334 -5.388 0.408  0.250
H: 2.412 -4.290 -1.543  0.047
H: 1.481 -3.175 1.128  0.132
H: 2.756 -2.512 0.098  0.035
H: 2.956 -4.092 0.849  0.597
H: 0.726 -4.952 -3.075  0.550
H: -1.224 -4.282 -4.423  0.378
H: -2.829 -2.649 -3.484  0.484
H: -3.230 -0.785 -2.032  0.227
H: -2.264 -1.067 0.834  0.109
H: -3.500 0.038 0.226  0.531
H: -1.804 0.280 -0.207  -0.682
H: -3.481 -3.042 0.007  0.334
H: -4.163 -3.061 -1.624  0.478
H: -4.764 -1.903 -0.424  0.453

Frontier orbital gap (alpha / beta) = 5.74 / 6.71 eV
E_HOMO (alpha / beta) = -0.1166 / -0.1869 Ha
Net charge = -1
Multiplicity = 6
Molar mass = 1002.44 g/mol
Energy above the lowest of the compared OMol25 structures with the same formula, charge and spin = 0.000 eV

2.
A molecular structure, C41H51MoN5O2S at a distorted geometry, computed with the ωB97M-V functional and the def2-TZVPD basis.

Last column: Mulliken charge in e.
Positions of all 101 atoms, in Å:
Mo: 1.340 -0.374 -0.384  0.085
N: 4.596 1.954 1.479  -0.402
C: 3.854 1.133 0.731  0.755
S: 2.442 0.415 1.520  -0.424
N: 4.201 0.887 -0.493  -1.545
N: 3.346 0.026 -1.122  1.448
C: 3.727 -0.493 -2.250  0.568
C: 5.032 -0.242 -2.879  -0.427
C: 5.398 1.050 -3.249  -0.093
C: 6.619 1.264 -3.865  -0.838
C: 7.486 0.202 -4.082  -0.477
C: 7.131 -1.083 -3.694  -0.832
C: 5.898 -1.311 -3.103  -0.155
C: 2.740 -1.388 -2.880  0.586
C: 2.953 -2.057 -4.071  -0.504
C: 1.961 -2.906 -4.550  -0.706
C: 0.790 -3.062 -3.830  -0.884
C: 0.632 -2.349 -2.654  -0.392
N: 1.575 -1.521 -2.199  0.390
H: 4.394 2.104 2.452  0.216
H: 5.473 2.284 1.107  0.246
H: 4.730 1.879 -3.057  0.506
H: 6.901 2.263 -4.167  0.438
H: 8.444 0.377 -4.552  0.424
H: 7.812 -1.908 -3.851  0.416
H: 5.626 -2.313 -2.794  0.551
H: 3.877 -1.916 -4.611  0.621
H: 2.112 -3.439 -5.478  0.481
H: 0.000 -3.717 -4.166  0.492
H: -0.269 -2.435 -2.059  0.561
C: -3.013 3.784 3.157  -1.515
C: -3.296 3.959 1.655  2.135
C: -4.644 3.302 1.307  -1.338
C: -3.384 5.453 1.346  -2.326
C: -2.207 3.251 0.860  -1.136
C: -1.971 1.917 1.078  -0.617
C: -0.964 1.268 0.350  0.497
N: -0.555 -0.016 0.394  0.532
C: -1.164 -1.078 1.055  0.514
C: -2.445 -1.147 1.594  -0.658
C: -2.878 -2.341 2.150  -0.737
C: -2.008 -3.438 2.142  -0.514
C: -0.735 -3.447 1.570  -0.437
C: -0.346 -2.229 1.015  0.943
O: 0.795 -2.052 0.314  -1.320
C: 0.075 -4.745 1.602  2.072
C: -0.676 -5.804 0.781  -1.552
C: 0.193 -5.212 3.061  -1.674
C: 1.495 -4.622 1.038  -2.009
C: -4.289 -2.415 2.731  2.047
C: -4.438 -1.346 3.824  -1.385
C: -5.306 -2.150 1.611  -1.530
C: -4.590 -3.781 3.347  -2.230
C: -0.146 2.040 -0.577  1.447
O: 0.808 1.376 -1.145  -1.096
C: -0.378 3.422 -0.822  -1.271
C: -1.413 3.961 -0.111  0.252
C: 0.501 4.212 -1.784  2.397
C: 0.034 5.665 -1.885  -2.309
C: 1.949 4.208 -1.268  -1.331
C: 0.433 3.589 -3.187  -1.482
H: -3.781 4.303 3.731  0.465
H: -2.045 4.208 3.429  0.369
H: -3.028 2.738 3.462  0.256
H: -5.441 3.791 1.867  0.467
H: -4.657 2.243 1.568  0.155
H: -4.870 3.397 0.244  0.374
H: -4.168 5.893 1.962  0.453
H: -3.647 5.646 0.305  0.432
H: -2.456 5.978 1.581  0.472
H: -2.518 1.392 1.842  0.962
H: -3.131 -0.319 1.534  0.836
H: -2.352 -4.359 2.587  0.508
H: -1.673 -5.997 1.177  0.337
H: -0.124 -6.744 0.799  0.458
H: -0.780 -5.492 -0.260  0.333
H: -0.776 -5.428 3.508  0.335
H: 0.693 -4.462 3.675  0.387
H: 0.782 -6.129 3.101  0.463
H: 1.496 -4.388 -0.026  0.240
H: 1.998 -5.580 1.167  0.577
H: 2.080 -3.867 1.564  0.407
H: -4.328 -0.336 3.423  0.123
H: -3.698 -1.481 4.614  0.365
H: -5.429 -1.410 4.273  0.484
H: -5.169 -1.166 1.159  0.244
H: -6.318 -2.188 2.013  0.455
H: -5.227 -2.900 0.822  0.362
H: -3.911 -4.018 4.168  0.401
H: -4.541 -4.582 2.608  0.429
H: -5.602 -3.777 3.752  0.446
H: -1.640 5.006 -0.251  0.768
H: 0.098 6.186 -0.928  0.431
H: -0.988 5.741 -2.261  0.469
H: 0.678 6.195 -2.586  0.433
H: 2.009 4.646 -0.270  0.309
H: 2.569 4.811 -1.932  0.501
H: 2.374 3.205 -1.235  0.082
H: -0.587 3.601 -3.572  0.367
H: 0.799 2.563 -3.201  0.122
H: 1.052 4.174 -3.868  0.448

Frontier orbital gap (alpha / beta) = 5.86 / 5.42 eV
E_HOMO (alpha / beta) = -0.4901 / -0.5006 Ha
Net charge = +2
Multiplicity = 3
Molar mass = 773.90 g/mol